No. 1
{"formula": "C24H23BrN6O5Os", "method": "the ωB97M-V functional and the def2-TZVPD basis", "elements": ["Os", "N", "C", "C", "C", "O", "O", "H", "H", "H", "H", "H", "H", "N", "C", "C", "C", "C", "C", "C", "C", "C", "N", "C", "H", "H", "H", "H", "H", "H", "H", "H", "N", "C", "O", "C", "C", "C", "C", "N", "C", "H", "H", "H", "H", "H", "H", "Br", "C", "C", "N", "C", "C", "C", "C", "O", "O", "H", "H", "H"], "coordinates": [[-0.020, 0.048, 0.060], [0.433, 0.656, 2.091], [1.178, -0.249, 3.026], [0.736, -1.689, 2.805], [1.323, -2.197, 1.511], [2.271, -2.938, 1.453], [0.773, -1.725, 0.394], [0.871, 1.576, 2.100], [-0.479, 0.794, 2.523], [0.969, 0.057, 4.051], [2.245, -0.125, 2.860], [-0.355, -1.740, 2.760], [1.083, -2.315, 3.624], [0.481, 1.828, -1.089], [-0.219, 3.036, -0.708], [0.169, 4.311, -0.992], [-0.677, 5.377, -0.611], [-1.868, 5.139, 0.014], [-2.261, 3.818, 0.340], [-3.454, 3.480, 1.018], [-3.706, 2.169, 1.306], [-2.767, 1.184, 0.960], [-1.634, 1.458, 0.333], [-1.397, 2.768, -0.010], [1.479, 1.966, -1.206], [0.113, 1.532, -1.998], [1.092, 4.513, -1.521], [-0.378, 6.390, -0.842], [-2.522, 5.959, 0.279], [-4.150, 4.258, 1.306], [-4.609, 1.865, 1.814], [-2.946, 0.148, 1.209], [5.157, -1.811, 1.846], [5.425, -0.987, 0.808], [6.449, -0.373, 0.634], [4.284, -0.848, -0.175], [4.380, -1.346, -1.467], [3.309, -1.182, -2.329], [2.183, -0.526, -1.879], [2.097, -0.011, -0.639], [3.137, -0.179, 0.191], [5.906, -2.005, 2.494], [4.341, -2.406, 1.843], [5.280, -1.857, -1.785], [3.335, -1.564, -3.339], [1.320, -0.415, -2.522], [3.056, 0.257, 1.174], [-5.381, -5.132, -0.538], [-4.311, -3.937, -1.510], [-4.425, -3.868, -2.901], [-3.696, -3.054, -3.655], [-2.816, -2.268, -3.056], [-2.641, -2.262, -1.672], [-3.405, -3.117, -0.875], [-1.676, -1.363, -1.080], [-0.837, -0.661, -1.730], [-1.595, -1.181, 0.208], [-5.138, -4.501, -3.416], [-2.229, -1.614, -3.690], [-3.282, -3.145, 0.199]], "forces_ev_per_angstrom": [[1.77, 0.56, -0.68], [0.12, 0.05, -0.11], [-0.21, -0.10, 0.05], [0.01, 0.02, 0.01], [0.18, 0.11, -0.06], [-0.06, 0.01, 0.09], [-0.55, -0.44, 0.04], [0.01, -0.01, 0.11], [-0.02, 0.12, -0.08], [0.01, 0.06, -0.01], [0.02, -0.07, 0.06], [-0.01, -0.03, 0.07], [0.03, 0.00, -0.01], [-0.83, 0.19, -0.07], [0.12, 0.05, 0.19], [-0.06, -0.04, -0.08], [0.00, 0.03, -0.03], [-0.02, 0.02, 0.01], [0.02, -0.05, -0.01], [0.01, 0.04, -0.01], [0.00, -0.04, 0.00], [-0.03, -0.03, 0.03], [-0.06, -0.17, 0.14], [0.03, 0.01, 0.10], [0.01, 0.11, 0.11], [0.17, 0.04, -0.08], [0.00, -0.01, -0.01], [0.00, 0.00, 0.01], [0.00, 0.00, 0.01], [-0.01, 0.00, -0.02], [0.00, 0.00, 0.00], [-0.01, 0.00, 0.02], [-0.08, 0.07, 0.05], [0.04, -0.05, 0.00], [-0.01, 0.00, -0.02], [0.00, 0.11, 0.00], [0.01, -0.03, -0.01], [0.06, 0.11, -0.02], [0.12, 0.12, -0.13], [-0.23, -0.58, 0.15], [0.11, 0.23, 0.01], [0.00, -0.01, -0.01], [0.04, -0.05, -0.02], [-0.01, -0.02, 0.01], [-0.01, 0.00, 0.00], [-0.03, -0.08, 0.04], [-0.03, -0.03, 0.01], [0.01, 0.02, -0.01], [0.00, 0.01, 0.00], [-0.02, -0.03, 0.01], [0.01, 0.02, 0.00], [0.02, -0.03, 0.01], [0.00, 0.02, -0.03], [-0.03, 0.00, -0.02], [-0.06, -0.02, 0.21], [0.17, -0.19, 0.03], [-0.76, -0.01, -0.03], [0.01, 0.00, 0.00], [-0.01, 0.00, 0.00], [0.00, 0.00, 0.00]], "e_above_lowest_kcal_mol": 11.9, "e_lumo_ha": -0.25621, "total_energy_ha": -4297.34986, "charge": 2, "homo_ev": -14.12, "homo_lumo_gap_ha": 0.2627}

No. 2
{"formula": "C24H23Cl5IrNO3", "method": "the ωB97M-V functional and the def2-TZVPD basis", "elements": ["Ir", "Cl", "C", "C", "C", "Cl", "C", "Cl", "C", "Cl", "C", "Cl", "C", "O", "C", "C", "C", "C", "C", "C", "N", "C", "C", "C", "C", "C", "C", "C", "O", "H", "H", "H", "H", "H", "H", "H", "H", "H", "H", "H", "H", "H", "C", "C", "O", "C", "C", "H", "H", "H", "H", "H", "H", "H", "H", "H", "H"], "coordinates": [[-0.704, -0.794, -0.399], [-2.058, -2.515, -1.546], [-3.234, -1.758, -0.460], [-2.607, -0.713, 0.171], [-3.316, 0.010, 1.116], [-2.560, 1.279, 1.991], [-4.651, -0.343, 1.367], [-5.550, 0.550, 2.508], [-5.247, -1.431, 0.710], [-6.858, -1.866, 1.053], [-4.523, -2.179, -0.226], [-5.162, -3.528, -1.046], [3.176, 0.214, -3.340], [1.756, 0.071, -3.311], [0.932, 1.078, -2.961], [-0.401, 0.891, -3.362], [-1.387, 1.823, -3.043], [-1.073, 2.957, -2.307], [0.215, 3.114, -1.851], [1.203, 2.181, -2.156], [2.480, 2.383, -1.551], [2.781, 2.508, -0.282], [2.106, 2.148, 0.937], [2.675, 2.732, 2.093], [2.172, 2.479, 3.345], [1.095, 1.609, 3.482], [0.529, 0.977, 2.386], [1.029, 1.219, 1.117], [0.551, 0.606, 0.036], [3.555, -0.704, -3.778], [3.597, 0.317, -2.340], [3.468, 1.046, -3.985], [-0.618, 0.028, -3.980], [-2.393, 1.675, -3.410], [-1.822, 3.702, -2.092], [0.483, 3.980, -1.259], [3.250, 2.522, -2.192], [3.780, 2.905, -0.133], [3.517, 3.404, 1.979], [2.612, 2.946, 4.214], [0.688, 1.413, 4.465], [-0.306, 0.302, 2.506], [-1.283, -2.437, 2.718], [-0.637, -3.185, 1.584], [0.137, -2.279, 0.709], [1.322, -2.915, 0.103], [2.343, -1.904, -0.341], [-1.997, -3.103, 3.204], [-1.832, -1.559, 2.384], [-0.546, -2.127, 3.458], [-1.338, -3.733, 0.954], [0.100, -3.887, 1.967], [0.968, -3.540, -0.719], [1.719, -3.557, 0.885], [2.014, -1.318, -1.202], [3.231, -2.462, -0.641], [2.619, -1.232, 0.470]], "forces_ev_per_angstrom": [[0.93, 0.06, -0.53], [-0.07, 0.08, 0.17], [-0.16, 0.02, -0.02], [0.17, -0.19, 0.35], [-0.11, -0.02, -0.13], [-0.29, 0.10, -0.18], [0.02, 0.06, 0.01], [-0.01, -0.01, 0.00], [-0.09, 0.02, 0.08], [0.04, 0.01, -0.03], [0.09, -0.03, -0.18], [-0.01, 0.02, 0.00], [-0.03, 0.04, -0.15], [0.28, -0.23, 0.16], [-0.69, -0.12, 0.06], [-0.06, 0.24, 0.14], [0.19, -0.37, -0.12], [-0.05, -0.05, 0.08], [0.09, 0.10, -0.02], [-0.14, -0.13, 0.18], [0.32, 0.01, 0.34], [-0.10, -0.55, 0.03], [-0.12, 0.00, -0.15], [-0.05, -0.04, 0.05], [0.10, 0.12, 0.02], [-0.13, -0.08, 0.00], [0.33, -0.01, 0.19], [0.07, 0.24, -0.36], [-0.39, 0.12, -0.23], [-0.02, 0.00, -0.04], [0.01, -0.01, 0.01], [-0.01, 0.03, 0.05], [-0.02, 0.02, 0.00], [-0.03, -0.03, -0.01], [-0.07, 0.06, 0.03], [0.03, -0.02, 0.03], [0.02, 0.33, 0.04], [0.00, 0.03, 0.03], [-0.01, 0.00, 0.00], [-0.01, 0.01, 0.00], [0.03, -0.01, 0.02], [0.23, -0.03, -0.03], [0.02, 0.11, 0.02], [-0.04, -0.02, -0.09], [0.02, 0.39, 0.38], [-0.25, -0.21, -0.13], [-0.08, 0.08, 0.00], [0.03, -0.01, 0.04], [-0.01, -0.10, -0.03], [0.02, -0.01, -0.01], [-0.07, 0.08, 0.00], [-0.04, -0.06, -0.01], [0.04, -0.02, 0.00], [0.07, 0.02, 0.00], [-0.02, -0.03, -0.02], [0.02, 0.02, -0.05], [0.00, -0.02, 0.03]], "e_above_lowest_kcal_mol": 0.0, "e_lumo_ha": -0.28643, "total_energy_ha": -3613.43841, "charge": 2, "homo_ev": -14.32, "homo_lumo_gap_ha": 0.2396}

No. 3
{"formula": "C24H23I2N10OTc", "method": "the ωB97M-V functional and the def2-TZVPD basis", "elements": ["Tc", "C", "C", "N", "N", "C", "O", "C", "C", "C", "C", "C", "C", "C", "C", "C", "C", "C", "N", "H", "H", "H", "H", "H", "H", "H", "H", "H", "H", "H", "H", "N", "C", "N", "C", "N", "C", "C", "N", "C", "C", "N", "H", "H", "H", "H", "H", "I", "I", "C", "C", "N", "C", "C", "N", "H", "H", "H", "H", "H", "H"], "coordinates": [[-0.046, 0.042, -0.518], [4.037, -0.042, 1.058], [2.835, 0.005, 0.203], [1.608, 0.201, 0.649], [1.432, 0.671, 1.891], [0.257, 1.328, 1.942], [-0.432, 1.450, 0.836], [-0.175, 1.931, 3.166], [-1.381, 2.658, 3.194], [-1.789, 3.252, 4.365], [-1.002, 3.130, 5.515], [0.195, 2.414, 5.497], [0.615, 1.817, 4.331], [2.870, -0.025, -1.253], [4.031, -0.145, -1.988], [3.969, -0.007, -3.375], [2.749, 0.246, -3.965], [1.611, 0.313, -3.164], [1.660, 0.197, -1.842], [3.791, 0.137, 2.099], [4.764, 0.701, 0.720], [4.517, -1.022, 0.959], [-1.968, 2.758, 2.291], [-2.708, 3.819, 4.400], [-1.324, 3.605, 6.433], [0.794, 2.339, 6.395], [1.549, 1.273, 4.298], [4.975, -0.323, -1.492], [4.868, -0.091, -3.972], [2.650, 0.378, -5.034], [0.639, 0.458, -3.614], [-1.757, -2.486, 2.415], [-0.630, -2.063, 1.856], [-0.953, -1.254, 0.855], [-2.329, -1.223, 0.872], [-2.838, -1.964, 1.812], [-3.026, -0.357, -0.076], [-4.402, -0.201, -0.133], [-4.962, 0.655, -0.980], [-4.162, 1.356, -1.767], [-2.776, 1.206, -1.731], [-2.211, 0.341, -0.891], [-1.873, -3.114, 3.200], [0.360, -2.341, 2.184], [-5.050, -0.775, 0.519], [-4.614, 2.068, -2.448], [-2.135, 1.801, -2.369], [0.051, 3.491, -3.435], [0.714, 6.046, -3.666], [0.826, -3.485, -0.736], [-0.038, -2.864, -1.776], [-0.378, -1.580, -1.891], [-1.125, -1.469, -3.058], [-1.232, -2.686, -3.636], [-0.545, -3.546, -2.813], [1.331, -2.712, -0.158], [1.590, -4.109, -1.200], [0.248, -4.119, -0.062], [-1.538, -0.536, -3.400], [-1.726, -3.013, -4.536], [-0.414, -4.535, -2.977]], "forces_ev_per_angstrom": [[0.12, 1.11, 0.57], [-0.02, -0.02, 0.01], [0.11, -0.07, -0.08], [-0.33, -0.11, -0.33], [-0.69, 0.31, 0.05], [1.02, -0.57, 0.42], [-0.06, -0.43, -0.90], [-0.22, 0.22, 0.34], [0.25, -0.18, -0.13], [0.09, 0.06, 0.36], [-0.09, 0.01, -0.14], [-0.13, 0.10, 0.05], [-0.11, -0.03, -0.30], [0.12, 0.03, -0.07], [-0.08, 0.04, 0.14], [-0.06, 0.01, -0.12], [0.06, 0.00, -0.03], [-0.10, 0.06, 0.01], [-0.08, -0.43, 0.16], [-0.02, 0.01, -0.01], [-0.01, 0.01, 0.02], [0.01, 0.01, -0.02], [-0.01, 0.00, 0.01], [0.01, -0.01, 0.00], [0.00, -0.01, -0.02], [-0.02, 0.00, -0.02], [-0.03, 0.01, 0.00], [-0.02, 0.00, 0.01], [-0.01, 0.01, 0.00], [0.01, 0.00, 0.02], [-0.02, -0.02, 0.00], [0.10, 0.03, -0.05], [0.05, -0.01, 0.14], [0.07, -0.03, -0.25], [0.03, 0.06, -0.09], [-0.06, 0.04, -0.06], [0.09, -0.01, -0.02], [0.00, 0.00, 0.00], [0.00, -0.04, 0.00], [0.02, -0.01, 0.03], [0.07, 0.05, -0.02], [0.00, -0.11, 0.06], [0.00, -0.01, 0.04], [-0.02, 0.03, -0.01], [-0.01, 0.02, 0.00], [-0.01, -0.02, 0.01], [0.01, -0.01, 0.03], [0.03, -0.06, 0.01], [-0.01, 0.02, 0.04], [0.00, 0.04, -0.01], [0.16, -0.10, -0.05], [-0.16, -0.04, 0.24], [-0.05, 0.03, -0.07], [-0.01, -0.03, 0.00], [0.07, 0.09, 0.04], [-0.01, -0.02, -0.01], [-0.02, -0.01, 0.00], [0.00, 0.00, -0.01], [-0.01, -0.02, 0.02], [0.01, 0.02, 0.02], [-0.01, -0.02, 0.00]], "multiplicity": 2, "e_lumo_ha": [-0.41176, -0.43799], "total_energy_ha": -2226.45199, "charge": 3, "homo_ev": [-15.92, -15.92], "s2": 0.8970, "homo_lumo_gap_ha": [0.1732, 0.1469]}